Density functional theory data (wB97M-V/def2-TZVPD) for a molecular structure, C24H67B2Mn2O13.

Structure (XYZ):
```
108
Properties=species:S:1:pos:R:3:forces:R:3:lowdin_spin:R:1
Mn -0.281293 1.406390 -1.773393 2.76 0.64 0.02 4.64
Mn 3.100934 1.222349 -0.286136 1.28 -2.15 -0.67 4.64
C 0.798666 4.794779 -0.231065 -1.00 -0.56 -0.66 0.00
C 1.575947 3.955082 -1.245636 1.19 -0.70 -0.30 0.01
O 1.458588 2.563258 -1.173327 -1.38 -0.02 0.24 0.09
H -0.252252 4.843985 -0.547181 -0.03 -0.03 0.17 0.00
H 1.139222 5.829547 -0.197024 0.26 -0.04 0.18 0.00
H 0.816272 4.298634 0.740788 0.23 0.19 0.09 0.00
H 2.636614 4.199424 -1.077320 0.07 0.13 -0.17 0.00
H 1.367975 4.225229 -2.291689 -0.19 0.67 0.09 0.00
O 4.518494 -2.973245 -0.145275 0.11 0.12 1.54 0.00
C 3.645501 -2.555272 0.821218 -0.05 -0.38 -2.40 0.00
C 3.822418 -1.156040 1.503409 0.12 0.31 -0.26 0.01
O 4.388081 -0.121177 0.750782 -1.14 0.59 0.56 0.08
H 3.435015 -3.264971 1.663506 0.36 -0.21 0.58 0.00
H 2.648957 -2.572624 0.313233 -0.62 0.57 0.16 0.00
H 4.344888 -1.343637 2.462346 0.49 0.19 0.01 0.00
H 2.795893 -0.865242 1.827475 -0.33 -0.20 0.21 0.00
B 0.522627 -0.279724 -0.453529 0.42 -1.03 1.05 0.08
H 0.278561 -1.288601 0.053842 -0.51 -1.11 0.38 0.01
H 0.460072 -0.340350 -1.582906 0.37 -0.67 -1.97 0.01
H -0.221335 0.512363 -0.110055 -1.58 1.35 1.21 0.02
H 1.561471 0.035967 -0.087158 1.16 0.26 0.51 0.02
B 3.968734 0.260575 -2.190124 0.45 0.38 -0.57 0.05
H 3.425955 1.272821 -2.440291 -0.84 1.33 -0.70 0.01
H 4.883374 0.596714 -1.558910 1.17 0.08 0.81 0.01
H 3.255799 -0.431762 -1.603721 -0.93 -0.89 0.83 0.01
H 4.316569 -0.318558 -3.131796 0.34 -0.40 -1.32 0.01
C -2.740360 -1.828157 1.756984 0.59 -0.99 -0.48 0.00
O -3.676518 -1.119684 0.970835 -0.08 0.18 0.18 0.00
C -5.004753 -1.518411 1.178282 -0.23 0.21 0.14 0.00
C -5.502663 -1.223337 2.596806 0.05 -0.48 -0.20 0.00
O -5.164491 0.097327 2.915136 -0.27 0.73 -0.16 0.00
C -5.574650 0.479051 4.210308 0.02 -0.49 -0.05 0.00
H -2.733698 -2.878999 1.435362 -0.14 -0.08 0.24 0.00
H -2.906943 -1.786454 2.835093 -0.15 0.25 -0.03 0.00
H -1.726814 -1.499110 1.523308 -0.18 0.44 -0.03 0.00
H -5.189434 -2.567578 0.913197 0.30 -0.23 0.33 0.00
H -5.610929 -0.973404 0.450894 0.05 0.35 0.14 0.00
H -5.077482 -1.897437 3.351066 0.22 -0.10 -0.12 0.00
H -6.581229 -1.432984 2.625874 -0.14 0.34 -0.03 0.00
H -5.140539 -0.238323 4.914057 -0.18 0.13 0.33 0.00
H -6.665546 0.491426 4.300419 -0.07 -0.19 0.03 0.00
H -5.227948 1.480434 4.453013 0.26 -0.01 -0.27 0.00
C 0.234928 -4.126689 1.812096 -0.27 1.76 -0.13 0.00
O -0.685485 -4.905754 1.047218 0.69 -0.74 0.14 0.00
C -1.504245 -5.729410 1.830564 -0.21 -0.20 -0.31 0.00
C -0.897500 -6.973683 2.474060 0.81 0.11 -0.23 0.00
O 0.265937 -6.679658 3.216406 -0.12 0.18 0.54 0.00
C 0.911179 -7.833811 3.696472 -0.67 -0.48 -0.23 0.00
H 0.866278 -3.484099 1.192184 -0.03 -0.59 -0.64 0.00
H 0.904919 -4.645947 2.486733 -0.37 -0.33 0.04 0.00
H -0.381628 -3.359539 2.305842 0.14 -0.26 0.72 0.00
H -2.231971 -6.147427 1.127602 -0.25 0.15 0.07 0.00
H -2.053778 -5.143825 2.578882 0.11 0.11 0.16 0.00
H -0.620863 -7.701284 1.700683 -0.13 0.01 -0.16 0.00
H -1.653854 -7.436489 3.122073 -0.11 -0.03 0.00 0.00
H 1.444990 -8.341209 2.887440 0.28 0.10 0.04 0.00
H 0.170076 -8.558996 4.061743 -0.04 0.02 0.14 0.00
H 1.562102 -7.591379 4.530697 0.18 0.24 -0.18 0.00
C 5.410960 3.460265 -0.992494 0.29 0.34 -1.23 0.00
O 4.597968 2.839885 -0.034495 0.04 0.94 0.23 0.03
C 4.409336 3.668311 1.094209 0.23 -0.13 0.27 0.00
C 3.645654 2.887931 2.162598 0.24 0.89 -0.01 0.00
O 2.587625 2.181462 1.558080 0.11 0.47 0.91 0.04
C 1.591105 1.733928 2.449522 -0.55 -0.09 0.25 0.01
H 5.062591 4.461106 -1.287554 -0.25 0.09 0.48 0.00
H 5.376574 2.903551 -1.928442 0.02 -0.50 0.33 0.00
H 6.449755 3.559628 -0.667242 -0.02 -0.19 0.22 0.00
H 3.920540 4.618634 0.838747 -0.40 -0.25 -0.31 0.00
H 5.383374 3.988606 1.486331 0.06 -0.29 0.17 0.00
H 3.214318 3.648740 2.828387 0.08 -0.13 0.23 0.00
H 4.333180 2.246334 2.716375 -0.22 -0.37 -0.12 0.00
H 1.918726 1.224830 3.361083 0.72 -0.17 -0.36 0.00
H 0.998982 1.032128 1.866394 -0.24 0.08 0.16 0.00
H 1.001284 2.580908 2.828884 -0.15 0.12 -0.37 0.00
C -3.020955 -0.256473 -1.850737 -0.82 -0.92 0.00 0.00
O -1.806623 0.074157 -2.479303 -0.45 -0.32 -0.11 0.04
C -1.649670 -0.483948 -3.779502 0.08 0.78 -0.56 0.00
C -0.149157 -0.623834 -4.133096 -1.56 -0.05 1.52 0.00
O 0.471454 0.579113 -3.713897 -0.32 0.23 -1.67 0.04
C 1.671367 0.847615 -4.448640 0.34 0.42 0.00 0.01
H -3.153651 0.218226 -0.885997 0.54 0.13 0.00 0.00
H -3.059063 -1.335912 -1.687070 0.08 -0.01 0.14 0.00
H -3.913374 -0.016559 -2.446729 0.23 0.24 -0.34 0.00
H -2.135917 0.250958 -4.439454 0.14 -0.19 -0.34 0.00
H -2.197581 -1.422043 -3.892145 0.22 -0.15 0.24 0.00
H -0.113056 -0.818531 -5.204375 0.47 0.11 -0.06 0.00
H 0.246568 -1.439886 -3.523161 0.28 -0.16 -0.35 0.00
H 2.376766 0.038693 -4.265897 0.25 0.27 0.03 0.00
H 2.053282 1.803317 -4.095948 0.22 -0.32 0.43 0.00
H 1.514250 1.003120 -5.525454 -0.55 -0.43 0.00 0.00
C -1.102970 3.350086 -4.506355 0.40 -0.42 -1.01 0.00
O -1.271080 2.979694 -3.163028 -0.59 0.00 0.20 0.03
C -2.621715 3.057142 -2.702037 0.88 1.30 0.01 0.00
C -2.571943 3.244923 -1.194097 -1.52 -0.24 -0.08 0.01
O -1.750353 2.265684 -0.582482 -1.19 0.91 0.42 0.04
C -2.061043 2.130978 0.799454 -0.52 -0.37 0.81 0.01
H -0.092490 3.069863 -4.801258 0.07 0.18 0.19 0.00
H -1.262515 4.413695 -4.704643 0.01 0.08 0.41 0.00
H -1.755373 2.800453 -5.197152 -0.22 -0.12 0.29 0.00
H -3.229041 2.220389 -3.050499 0.22 -0.30 0.22 0.00
H -3.060139 3.966303 -3.129601 -0.17 0.00 0.09 0.00
H -3.623702 3.147744 -0.880812 0.08 -0.46 0.23 0.00
H -2.354021 4.259361 -0.851359 0.75 -0.01 -0.36 0.00
H -1.850545 3.046648 1.354121 0.09 0.12 -0.17 0.00
H -1.533602 1.302272 1.264079 0.49 0.09 -0.46 0.00
H -3.114873 1.859403 0.925257 -0.10 0.24 -0.18 0.00
```
Forces are in eV/Å.

As for the total charge: -1. The HOMO-LUMO gap (alpha / beta) is 0.0667 / 0.0665 hartree. The highest occupied orbital energy (alpha / beta) is -0.0138 / -0.0137 hartree. As for the spin multiplicity: 11.



Density functional theory data (wB97M-V/def2-TZVPD) for a molecular structure, C24H67N8O12Zn.

Structure (XYZ):
```
112
Properties=species:S:1:pos:R:3:forces:R:3:mulliken_charge:R:1
Zn 1.859384 0.533708 2.997050 -0.86 -2.20 -1.17 0.17
C 1.078234 -0.683626 -0.095838 -0.06 0.62 -0.32 -2.01
C 0.339099 0.665047 0.168969 0.99 -0.72 1.79 2.80
C -1.160925 0.527701 0.021162 0.14 -0.21 0.14 -1.11
O 0.664266 1.214078 1.438951 0.16 0.07 0.26 1.15
H 1.112277 -0.827961 -1.175706 -0.24 -0.33 -0.19 0.65
H 0.689914 -1.579997 0.387722 -0.36 0.12 0.14 0.32
H 2.126351 -0.610448 0.194317 -0.02 0.48 0.38 -0.01
H 0.756231 1.294427 -0.617157 -0.18 0.50 -0.33 -1.36
H -1.761801 1.358651 0.390717 0.40 0.62 -0.46 0.39
H -1.502300 -0.262340 0.690024 0.05 -0.50 -0.40 -0.46
H -1.338494 0.323715 -1.034757 -0.62 -0.15 0.06 0.45
O 0.492562 -0.366950 4.366799 0.74 1.32 -1.60 -0.81
C 1.210770 -1.516018 4.766672 -1.73 1.41 1.33 -0.63
C 2.076069 -2.149068 3.727540 1.04 -0.51 -0.74 -0.04
O 2.916256 -1.324929 2.958933 -0.88 1.78 0.62 -0.63
H 0.437563 -2.167399 5.174059 -0.06 -1.09 -0.47 0.40
H 1.677178 -1.240421 5.712505 1.25 0.00 0.02 0.39
H 1.470615 -2.703253 3.010317 -0.57 -0.42 0.09 -0.16
H 2.677213 -2.862195 4.291626 0.23 -0.56 0.01 0.37
C -2.470118 2.611886 3.087891 -2.82 1.10 -3.43 0.68
O -2.860674 3.107114 1.995366 1.15 -0.48 1.64 -0.68
N -3.303081 2.391616 4.088482 -3.42 0.47 2.68 -0.45
N -1.313140 2.139997 3.410314 3.41 -0.73 0.00 -0.10
H -3.156675 1.599327 4.697533 -0.15 0.35 -0.27 0.15
H -4.242225 2.758802 4.031214 0.21 -0.20 -0.13 0.24
H -1.262543 1.767866 4.347902 0.71 -0.23 -0.52 0.20
H -0.786446 1.741584 2.646147 1.13 -0.23 -0.21 -0.27
C 4.766094 -2.472211 -0.799884 0.43 0.16 -0.82 0.56
O 5.612595 -2.626481 -1.657167 0.88 -0.41 -0.82 -0.72
N 3.453783 -2.655715 -1.003890 -0.56 -0.50 0.16 -0.25
N 5.054285 -2.028546 0.422048 0.88 0.66 1.39 -0.32
H 2.924192 -2.039832 -0.403625 -0.88 -0.55 -0.73 0.08
H 3.220163 -2.990761 -1.927613 -0.47 0.48 0.32 0.21
H 5.979755 -1.634002 0.511148 -0.34 -0.26 0.31 0.16
H 4.368478 -1.996899 1.162840 0.01 0.26 0.39 0.19
C 4.500609 1.864372 1.558281 0.13 0.46 1.15 0.52
O 3.562101 1.311702 2.042822 -3.36 -1.27 1.06 -0.55
N 5.695060 1.413921 1.708313 4.48 -2.94 0.46 -0.44
N 4.550640 3.038144 1.036881 -1.17 4.20 -1.96 -0.31
H 6.441918 1.910036 1.243374 0.18 -0.89 0.33 0.16
H 5.772584 0.470223 2.059777 0.40 0.17 -0.15 0.26
H 3.695816 3.574789 0.999508 0.15 0.08 -0.55 0.09
H 5.453479 3.408836 0.776943 -0.76 0.35 -0.06 0.15
C -2.893963 -1.344958 3.241127 2.50 -1.52 -0.03 0.57
O -3.869026 -1.762693 2.690683 -3.45 -0.09 -0.91 -0.81
N -1.677587 -1.663486 2.794853 0.47 -0.09 -0.86 0.31
N -2.831829 -0.764419 4.422766 -1.07 1.82 2.66 -0.33
H -1.712050 -2.074011 1.872689 0.65 0.24 0.29 -0.59
H -0.910749 -1.162011 3.219794 1.11 0.01 -0.37 -0.01
H -3.695627 -0.530602 4.891039 0.29 -0.17 -0.08 0.29
H -1.940390 -0.516589 4.827767 0.04 -0.11 0.00 0.10
C -5.319468 -1.273919 -2.014676 -0.58 0.30 1.33 -1.71
C -4.479537 -0.968845 -0.736873 -0.34 2.19 -1.25 1.86
C -4.939812 0.307186 0.035117 0.26 -0.23 -0.49 -1.40
O -4.476638 -1.999914 0.147653 -0.46 -1.93 -0.08 -0.62
H -6.374512 -1.164601 -1.763631 -0.26 -0.31 0.24 0.45
H -5.170889 -2.303132 -2.341422 0.23 0.15 -0.21 0.36
H -5.213557 -0.528505 -2.802860 0.67 -0.17 -0.09 0.33
H -3.459624 -0.803069 -1.083876 0.35 0.27 -0.19 -0.56
H -5.222309 1.139161 -0.609947 0.01 0.00 -0.08 0.39
H -4.145209 0.658911 0.693147 0.20 0.05 -0.09 0.22
H -5.764522 0.068437 0.706648 -0.27 -0.16 -0.23 0.39
H -4.271894 -1.648024 1.017052 0.17 -0.34 0.80 0.36
C 1.964270 5.904648 0.034223 0.32 1.35 -1.34 -1.53
C 1.427117 4.732293 0.700001 -2.92 -0.96 1.08 0.74
C -0.149985 4.687304 0.727049 0.91 -0.47 -0.21 -1.18
O 1.861723 3.613684 -0.042924 0.99 -0.06 -0.13 -0.79
H 1.547749 6.845416 0.394179 0.21 -0.05 0.28 0.42
H 1.655908 5.824018 -1.008136 0.10 0.19 -0.23 0.28
H 3.054135 5.911433 0.050531 0.09 0.21 0.08 0.34
H 1.750144 4.683167 1.739881 0.34 -0.22 0.25 0.39
H -0.613354 5.655563 0.916432 0.01 -0.08 0.02 0.48
H -0.534908 3.930142 1.410160 0.21 0.29 0.45 0.13
H -0.478546 4.261474 -0.221012 -0.03 0.54 -0.41 0.16
H 1.380726 2.842320 0.265704 -0.26 -0.77 0.68 0.26
C 0.130068 2.367370 -4.316475 -1.23 -1.51 -0.34 -1.60
C 1.265634 2.508729 -3.330286 0.64 0.93 -2.29 1.85
C 2.570441 2.702825 -4.122463 0.94 -0.70 -0.11 -1.62
O 0.958957 3.683817 -2.670818 -0.24 0.89 0.89 -0.59
H 0.269426 1.555170 -5.029924 0.33 -0.05 -0.11 0.37
H -0.145067 3.246747 -4.898796 0.73 0.36 0.21 0.41
H -0.809727 2.105723 -3.830256 -0.03 -0.02 0.44 0.29
H 1.414521 1.672945 -2.646624 -0.38 -0.28 -0.02 -0.41
H 3.441311 2.843941 -3.482321 -0.09 0.22 0.40 0.36
H 2.594714 3.509974 -4.854605 -0.58 0.27 0.22 0.35
H 2.852831 1.819943 -4.695938 -0.29 -0.36 -0.06 0.39
H 1.484381 3.709827 -1.867790 0.09 0.23 0.64 0.21
C 0.309181 -4.975763 -0.860124 -0.66 0.06 1.08 -1.01
C -0.275585 -4.591974 0.556256 0.37 -0.74 -0.83 1.83
C -1.727834 -4.161062 0.575671 0.59 0.36 -0.45 -0.89
O -0.116110 -5.760782 1.383255 0.25 0.52 -0.01 -0.64
H -0.085047 -5.961571 -1.106828 -0.22 -0.15 -0.05 0.53
H 1.387566 -5.117982 -0.789838 0.01 0.37 -0.10 0.26
H 0.003894 -4.323917 -1.678665 0.25 0.29 0.17 -0.03
H 0.290407 -3.771542 0.997437 0.40 -0.34 0.19 -1.03
H -1.737392 -3.103300 0.312719 -0.41 0.05 -0.32 -0.17
H -2.107444 -4.252866 1.593293 -0.21 -0.15 -0.18 0.42
H -2.308867 -4.701280 -0.171771 -0.30 -0.05 0.22 0.48
H -0.654663 -6.420538 0.940230 -0.05 -0.30 0.13 0.38
C -2.133445 -0.998163 -5.097751 -1.61 1.96 0.11 -1.39
C -0.782669 -1.455287 -4.684406 -0.72 0.99 1.00 0.44
C -0.763520 -1.987655 -3.280402 0.31 0.26 -0.10 0.04
O -0.387400 -2.401612 -5.559376 1.84 -2.37 -2.39 -0.60
H -2.180652 -0.509119 -6.070740 0.39 -0.33 -0.30 0.37
H -2.531851 -0.214599 -4.453249 0.12 0.10 0.44 0.28
H -2.925053 -1.747043 -5.072182 0.30 -0.54 0.00 0.42
H -0.029957 -0.670685 -4.761323 -0.16 0.31 -0.05 -0.03
H -0.935918 -1.158721 -2.593922 -0.16 -0.36 0.32 -0.43
H 0.234659 -2.401351 -3.136921 -0.07 -0.09 0.36 0.14
H -1.514024 -2.775777 -3.219553 -0.08 -0.01 0.45 0.49
H -1.028668 -3.109294 -5.657164 -0.19 0.05 0.19 0.39
```
Forces are in eV/Å.

As for the total charge: -1. The HOMO-LUMO gap is 0.2702 hartree. The highest occupied orbital energy is -0.2009 hartree.



Number 1: DFT total energy -116574.4069 eV. Number 2: DFT total energy -110887.2758 eV.